Record 1
111
Properties=species:S:1:pos:R:3:forces:R:3:lowdin_charge:R:1 method="wB97M-V/def2-TZVPD" total_energy_ha=-4614.12144
C -0.0570 -2.9976 3.7292 -0.257 -0.156 -0.427 -0.092
C -1.4766 -2.7449 3.1739 -0.063 -0.075 0.512 -0.240
C -2.2140 -1.5361 3.7582 -0.386 -0.040 -0.317 -0.217
C -1.4414 -0.2324 3.6319 0.446 -0.479 0.296 -0.238
N -2.1388 0.9156 4.2256 0.621 -0.208 -1.259 -0.183
C -1.2163 2.0348 4.5227 -0.727 0.782 0.842 -0.173
C -1.2377 3.1897 3.5198 0.021 0.586 0.557 -0.188
C -0.0670 4.1638 3.7891 0.176 -0.568 -0.338 -0.164
C 0.7434 4.4068 2.4928 -0.232 -0.734 0.684 -0.124
C 1.3115 3.0613 2.0667 -0.003 1.229 -0.036 -0.177
C 0.7630 2.4651 0.9771 0.243 -0.384 0.037 0.025
C 1.2301 1.1807 0.5925 -0.822 1.214 -0.018 -0.364
N 0.7443 0.4686 -0.4424 1.285 -0.965 0.900 -0.178
S 1.6307 -0.8982 -0.3498 -0.956 -0.704 -0.388 1.015
N 2.5740 -0.6427 0.8957 -0.026 0.203 0.021 -0.207
C 2.2590 0.5816 1.3569 0.095 -0.469 -0.278 -0.342
C 2.8513 1.2337 2.4598 -0.182 -0.003 0.100 0.058
C 2.3843 2.4618 2.8177 0.097 -0.649 0.006 -0.120
C 3.0284 3.1451 3.9983 0.237 0.248 -0.335 -0.131
O 4.3136 2.5539 4.2368 -0.297 0.479 0.174 -0.004
C 5.2175 3.3212 4.9024 0.952 -0.118 0.065 -0.510
C 4.7841 4.3628 5.9091 0.014 0.347 -0.232 0.016
O 6.3857 3.1175 4.7115 -0.274 -0.182 0.015 0.121
C -3.2810 1.3086 3.5393 -0.571 -0.001 0.313 -1.070
S -3.6509 0.9443 1.9931 -0.097 -0.295 -0.039 0.728
S -4.3810 2.3103 4.5333 0.462 -0.108 0.118 0.910
C -6.0447 1.6833 4.1779 -0.709 0.600 0.472 -0.482
C -7.0032 2.8871 3.9970 0.664 0.239 -0.575 -0.326
C -7.4070 3.0358 2.5258 0.027 -0.321 0.655 -0.109
H -0.0570 -3.9125 4.3189 0.148 0.015 0.071 0.066
H 0.3210 -2.1954 4.3593 -0.013 0.045 0.001 0.055
H 0.6380 -3.1361 2.9017 0.171 -0.001 0.116 0.065
H -2.0776 -3.6212 3.4235 -0.097 0.004 -0.142 0.100
H -1.4885 -2.6928 2.0841 0.196 0.153 -0.020 0.101
H -3.1599 -1.4546 3.2202 -0.027 0.052 0.025 0.074
H -2.4890 -1.7128 4.8013 0.231 0.067 0.097 0.122
H -0.5313 -0.3589 4.2192 0.039 0.204 0.000 0.104
H -1.1213 -0.0760 2.5935 -0.168 0.184 -0.052 0.108
H -1.5164 2.4500 5.4924 0.132 -0.006 0.054 0.121
H -0.1958 1.6805 4.6566 -0.106 -0.440 -0.182 0.115
H -1.2374 2.8171 2.4988 0.013 0.000 -0.029 0.090
H -2.1480 3.7673 3.6835 -0.211 -0.212 -0.313 0.090
H -0.4132 5.0873 4.2497 0.009 0.079 -0.097 0.116
H 0.5870 3.6661 4.5055 0.045 0.286 0.188 0.077
H 0.0385 4.7613 1.7427 0.241 0.172 -0.186 0.117
H 1.5413 5.1338 2.6445 -0.085 0.146 -0.043 0.111
H -0.0339 2.9453 0.4277 -0.012 -0.019 -0.083 0.129
H 3.6377 0.7443 3.0123 0.085 -0.007 -0.056 0.131
H 3.1894 4.1936 3.7406 -0.201 0.071 0.091 0.127
H 2.4269 3.0896 4.9055 -0.044 -0.037 0.001 0.129
H 3.9210 4.9476 5.6018 -0.201 -0.171 0.186 0.071
H 5.6113 5.0582 6.0217 0.103 -0.073 -0.065 0.091
H 4.6335 3.9128 6.8894 -0.277 -0.160 -0.089 0.098
H -6.3732 1.1410 5.0634 0.265 -0.278 -0.048 0.067
H -6.0573 1.0253 3.3144 0.219 0.020 -0.046 0.042
H -6.4448 3.7901 4.2552 -0.146 0.051 0.217 0.072
H -7.8444 2.8445 4.6867 -0.147 -0.225 -0.149 0.099
H -6.4999 3.1884 1.9412 -0.084 0.106 -0.152 0.072
H -7.8656 2.1047 2.1912 -0.172 0.121 -0.183 0.074
H -8.0959 3.8686 2.4037 -0.006 -0.001 -0.224 0.069
C -2.6644 -1.1160 -6.7358 -0.218 -0.015 -0.374 -0.105
O -2.3367 -1.5964 -5.4314 1.106 -1.759 2.400 -0.292
P -3.0932 -0.8408 -4.1916 -3.153 5.152 -2.924 0.527
O -4.4483 -0.6284 -4.7462 0.109 -0.355 0.227 -0.256
O -2.1446 0.4868 -4.2606 0.500 -0.524 0.481 -0.240
C -0.7154 0.3306 -4.2680 -0.123 0.143 -0.138 -0.106
O -3.4490 -0.6639 -2.6038 1.833 -2.842 -0.118 -0.207
C -2.4020 -0.9508 -1.6403 0.119 0.151 0.115 -0.090
H -1.8749 -1.4661 -7.4003 0.082 -0.058 0.160 0.092
H -3.6152 -1.5297 -7.0625 -0.073 0.110 0.092 0.086
H -2.7035 -0.0279 -6.7580 -0.059 -0.008 0.075 0.091
H -0.3389 0.4756 -5.2805 0.036 -0.054 -0.008 0.091
H -0.4047 -0.6546 -3.9162 0.051 0.006 -0.024 0.073
H -0.2886 1.0903 -3.6143 -0.057 0.012 0.024 0.083
H -1.7055 -0.1140 -1.5756 -0.037 0.016 -0.028 0.063
H -1.8589 -1.8564 -1.9168 0.057 -0.032 0.159 0.072
H -2.8646 -1.1047 -0.6687 -0.110 0.043 -0.058 0.076
C 7.5729 -1.0102 -4.6346 0.303 -0.233 -0.259 -0.098
O 6.4959 -0.8991 -3.6980 -1.760 -0.534 2.147 -0.266
P 5.0959 -0.3614 -4.3126 0.922 2.711 -4.665 0.489
O 4.9517 -0.9674 -5.6429 -0.109 -0.293 0.343 -0.239
O 5.5703 1.2053 -4.3759 -0.079 -0.156 0.471 -0.246
C 6.2451 1.7912 -3.2551 0.013 0.012 -0.237 -0.119
O 3.5593 -0.0017 -3.9143 1.024 -1.765 2.266 -0.205
C 3.2533 0.4974 -2.5918 0.273 0.424 -0.431 -0.126
H 8.4891 -1.0582 -4.0484 -0.110 0.029 0.128 0.093
H 7.4732 -1.9239 -5.2151 -0.114 0.065 -0.073 0.090
H 7.6092 -0.1473 -5.2979 -0.105 -0.009 -0.008 0.091
H 7.3126 1.8576 -3.4670 0.025 -0.014 0.058 0.086
H 6.1052 1.2160 -2.3397 0.059 0.037 0.026 0.079
H 5.8482 2.7942 -3.1063 -0.015 0.005 -0.052 0.088
H 3.4873 1.5627 -2.5318 0.066 -0.037 -0.036 0.096
H 3.8050 -0.0481 -1.8279 -0.031 0.025 0.058 0.069
H 2.1956 0.3659 -2.4292 -0.082 0.027 -0.245 0.019
C 0.8042 -3.7598 -4.8179 0.316 0.225 0.020 -0.097
O -0.5925 -4.0448 -4.6772 -3.433 -0.314 -0.762 -0.299
P -1.0196 -4.9457 -3.3691 7.102 -0.850 2.996 0.564
O -0.0929 -4.3227 -2.3825 -0.479 0.153 0.105 -0.278
O -0.4683 -6.3495 -3.9858 -1.146 -0.015 -0.274 -0.242
C -0.9372 -6.7909 -5.2714 0.226 0.001 -0.003 -0.104
O -1.9729 -5.6539 -2.2204 -2.437 1.223 -2.337 -0.217
C -3.1860 -6.3396 -2.6075 0.067 -0.283 0.064 -0.098
H 0.9534 -3.4595 -5.8541 -0.190 -0.036 -0.023 0.097
H 1.0902 -2.9386 -4.1663 -0.001 -0.094 0.115 0.076
H 1.4101 -4.6379 -4.6006 -0.050 -0.002 0.093 0.091
H -0.1701 -6.5997 -6.0210 -0.032 0.040 -0.027 0.088
H -1.8556 -6.2865 -5.5727 0.011 -0.009 -0.056 0.083
H -1.1239 -7.8617 -5.2152 0.017 0.003 0.062 0.087
H -2.9488 -7.3356 -2.9857 0.036 0.032 -0.027 0.085
H -3.7405 -5.7828 -3.3621 -0.067 -0.014 0.039 0.084
H -3.8104 -6.4360 -1.7236 0.079 0.050 0.051 0.087

=====

Record 2
107
Properties=species:S:1:pos:R:3:forces:R:3:lowdin_charge:R:1 method="wB97M-V/def2-TZVPD" total_energy_ha=-6015.37549
Zn 2.4824 3.8451 -0.8401 0.062 -3.651 -0.127 0.935
Zn -1.7255 -2.1690 1.7857 -2.544 -4.356 -0.885 0.847
C -0.6448 1.0141 -0.5511 -4.553 -2.879 0.297 0.032
C -0.9228 -0.1846 0.1841 1.172 0.262 1.771 -0.189
C 0.3311 -0.6621 1.0432 -0.311 -1.024 -0.372 -0.210
O 0.1241 -1.7345 1.6675 1.864 1.952 0.209 -0.006
C 1.5661 0.0620 0.9905 -1.958 -2.258 1.165 -0.017
C 1.6741 1.1491 0.2096 2.861 1.842 0.515 -0.343
C 0.5078 1.6553 -0.5810 1.623 1.789 -1.347 -0.351
O 0.5903 2.7116 -1.3241 2.105 0.887 0.944 -0.069
O 2.8211 1.7768 0.2654 -1.858 1.298 -1.561 -0.070
O -1.9813 -0.8393 0.3986 1.523 2.839 -1.600 0.003
H -1.5188 1.4166 -1.0415 0.182 0.349 -0.396 0.111
H 2.3993 -0.2476 1.6040 0.019 -0.036 0.050 0.130
C -5.0470 -4.4907 0.3859 0.784 -0.759 -1.757 0.011
C -3.8561 -3.8727 0.6503 -0.998 -0.456 -0.140 -0.404
C -2.5875 -4.2309 -0.1052 1.626 0.033 -1.980 -0.380
O -1.4542 -3.6341 0.1056 -0.653 1.413 2.414 -0.133
C -2.5743 -5.1147 -1.1639 -3.109 0.067 0.875 0.010
C -3.8440 -5.8235 -1.4422 2.609 -1.900 -0.328 -0.332
C -5.1404 -5.4849 -0.7041 1.032 2.046 2.242 -0.384
O -6.1505 -6.0787 -0.9176 -1.814 -1.194 -1.023 0.072
O -3.8096 -6.8868 -2.0715 -0.573 0.835 -0.160 0.021
O -3.8792 -2.9562 1.5427 2.770 1.763 1.289 -0.114
H -5.9303 -4.1130 0.8792 -0.134 -0.268 0.045 0.105
H -1.6434 -5.3622 -1.6523 -0.168 -0.098 -0.091 0.102
C -4.0827 4.5892 0.8030 0.753 0.093 -0.378 -0.079
C -3.2726 3.6074 -0.0652 -1.665 -0.494 -0.040 -0.296
O -4.0709 2.3962 -0.0920 0.674 0.902 0.472 -0.073
H -3.4296 5.4350 1.0184 -0.103 0.311 0.047 0.053
H -4.4434 4.2106 1.7594 0.218 -0.403 -0.148 0.076
H -4.9457 4.9469 0.2416 0.047 -0.041 0.017 0.077
H -2.2358 3.4752 0.2441 0.053 -0.447 0.629 0.076
H -3.1707 4.0453 -1.0582 -0.241 -0.052 -0.322 0.103
H -3.7801 1.7304 -0.7196 0.277 0.052 -0.377 0.040
C 3.2385 1.0524 -3.3204 0.236 -0.870 -0.647 -0.053
C 4.3422 1.9528 -2.7833 -0.585 -3.175 -0.206 -0.271
O 3.7095 3.1392 -2.4066 0.269 2.378 -0.037 -0.105
H 2.3848 0.8627 -2.6697 0.509 -0.024 0.562 0.068
H 3.6888 0.1048 -3.6160 -0.210 -0.225 0.136 0.090
H 2.7451 1.4266 -4.2175 0.373 0.459 -0.247 0.078
H 5.1259 2.0663 -3.5324 -0.165 0.726 -0.227 0.127
H 4.8806 1.4667 -1.9698 -0.466 0.290 0.508 0.120
H 3.7417 3.6149 -3.2398 -0.472 0.732 0.092 0.124
C -2.0222 -5.8570 3.4933 -1.570 -0.777 0.549 -0.067
C -2.1377 -4.4561 4.1074 1.014 -2.657 -0.810 -0.239
O -1.2733 -3.7935 3.1920 -0.514 2.836 0.283 -0.142
H -2.8784 -6.4564 3.8025 0.028 -0.367 -0.064 0.078
H -1.1208 -6.3786 3.8150 0.127 0.129 0.039 0.073
H -2.0216 -5.7894 2.4054 -0.145 0.006 0.083 0.082
H -1.6757 -4.5600 5.0892 -0.157 0.785 0.286 0.107
H -3.1671 -4.1032 4.1701 0.393 0.474 -0.485 0.121
H -0.3838 -4.0953 3.3900 0.600 0.322 -0.064 0.064
C 2.8133 -2.3906 5.5779 0.778 -0.968 -1.718 -0.059
C 2.4046 -2.9655 4.1663 0.749 1.309 0.996 -0.304
O 1.3348 -3.8184 4.3551 -1.615 -1.057 -0.112 -0.083
H 3.1873 -3.2092 6.1927 -0.418 -0.143 0.254 0.064
H 1.9367 -1.9073 6.0093 0.321 0.068 0.078 0.077
H 3.7001 -1.7657 5.4728 -0.297 0.573 0.049 0.064
H 3.1560 -3.4966 3.5819 0.642 0.189 0.363 0.113
H 2.0765 -2.1383 3.5368 -0.240 -0.060 -0.014 0.092
H 1.6422 -4.6131 4.7972 0.030 -0.073 0.062 0.104
C 6.9227 4.1455 -0.2526 -1.043 -1.089 -0.893 -0.053
C 5.5182 3.7913 0.3440 2.747 -1.690 -0.290 -0.266
O 4.5000 4.5692 -0.2476 -0.488 1.144 0.665 -0.103
H 7.6056 3.2969 -0.2118 -0.030 -0.106 0.689 0.079
H 7.4442 5.0210 0.1344 -0.398 0.087 -0.069 0.077
H 6.7443 4.1647 -1.3277 0.212 0.782 -0.202 0.070
H 5.6794 3.8134 1.4218 -1.137 0.532 0.261 0.123
H 5.2640 2.7594 0.1022 0.091 0.049 -0.011 0.100
H 4.6738 5.4472 0.0996 -0.413 0.512 -0.202 0.114
C -1.0238 1.5121 -4.4888 0.505 2.047 0.493 -0.057
C -1.9763 2.6184 -3.9773 -0.145 -1.170 1.339 -0.315
O -3.2457 2.0214 -3.8707 -1.244 1.240 -1.182 -0.100
H -1.2578 1.3840 -5.5456 0.103 -0.691 0.199 0.081
H -1.0679 0.6490 -3.8246 -0.470 -0.195 -0.522 0.066
H 0.0032 1.8591 -4.3749 0.300 0.124 -0.335 0.048
H -2.0048 3.5741 -4.5005 -0.198 -0.413 -0.906 0.106
H -1.7824 2.9725 -2.9648 1.022 -0.174 0.397 0.071
H -3.1471 1.1560 -3.4669 0.244 -0.246 0.292 0.009
C 2.9345 -3.8646 -0.2512 -0.050 -0.627 2.028 -0.081
C 3.5503 -2.5064 -0.4143 -2.301 0.983 -1.216 -0.254
O 2.5399 -1.7029 -1.1234 0.878 -0.142 -1.057 -0.111
H 3.5505 -4.3750 0.4892 0.374 -0.703 -0.295 0.067
H 2.7524 -4.4757 -1.1353 0.612 0.377 -0.224 0.087
H 1.9724 -3.8724 0.2609 -0.245 0.645 -0.119 0.071
H 4.4961 -2.6038 -0.9473 -0.001 0.497 -0.154 0.105
H 3.5900 -1.7948 0.4104 1.268 -1.394 1.180 0.096
H 2.2906 -1.0732 -0.4429 -0.385 0.139 -0.488 -0.009
C -5.0273 -0.6639 -1.4248 -1.099 -0.246 2.455 -0.091
C -4.1243 -0.9878 -2.5150 -1.254 -1.340 -0.776 -0.297
O -2.9910 -0.1553 -2.4313 0.611 -0.043 -0.820 -0.090
H -4.4427 -0.6218 -0.5058 0.041 0.575 0.218 0.070
H -5.6791 -1.4913 -1.1442 -0.415 -0.056 -0.526 0.089
H -5.6166 0.2374 -1.5932 0.120 0.079 0.190 0.088
H -4.7358 -0.8734 -3.4100 0.869 0.775 -0.726 0.125
H -3.9781 -2.0678 -2.5332 1.112 -0.027 0.267 0.126
H -2.3612 -0.4994 -1.7937 -0.220 -0.405 0.080 0.070
C -0.0561 6.0124 0.3285 1.095 -0.508 -0.698 -0.041
C 1.3404 5.7481 0.9373 -2.294 1.593 1.474 -0.276
O 1.8112 4.4507 0.8757 1.132 -1.286 -1.170 -0.111
H -0.7486 5.2811 0.7453 -0.416 0.675 0.333 0.071
H -0.1455 5.8732 -0.7488 0.515 -0.374 -0.258 0.077
H -0.2428 7.0832 0.4101 -0.568 -0.187 0.763 0.091
H 1.2148 5.8203 2.0177 0.100 1.372 0.060 0.132
H 2.0749 6.4561 0.5535 0.252 -0.241 0.112 0.123
H 1.3983 3.8383 1.4890 -0.175 -0.174 -0.014 0.142